{"formula": "C3H11N2S", "method": "ωB97M-V/def2-TZVPD", "symbols": ["C", "C", "C", "N", "N", "S", "H", "H", "H", "H", "H", "H", "H", "H", "H", "H", "H"], "coordinates": [[-2.664622, 0.351309, -0.571946], [-0.319954, 0.725127, 0.760971], [2.093973, -0.508614, 0.589118], [1.827289, -1.571272, -0.179269], [-1.137238, 0.090992, -0.259067], [2.788951, 0.863802, -0.208570], [-3.205579, -0.269576, 0.176474], [-2.770711, 1.361115, -0.577121], [-2.956869, 0.107225, -1.538524], [-0.542815, 0.304077, 1.689597], [-0.094898, 1.670299, 0.460150], [2.328235, -0.577621, 1.702987], [1.654572, -1.409514, -1.167853], [2.393440, -2.406673, -0.133566], [-1.248990, -0.936273, -0.205869], [-0.606796, 0.348778, -1.175552], [2.462012, 1.856817, 0.638045]], "forces_ev_per_angstrom": [[1.3, -1.7, 2.6], [-0.1, -3.6, -0.2], [-0.7, 1.9, 1.8], [0.0, -1.0, -1.0], [-0.3, -0.6, -4.0], [0.4, 0.4, -0.6], [0.1, 1.1, -0.5], [-0.8, 3.0, 1.0], [0.2, -1.3, -1.9], [-0.3, 0.4, 1.6], [0.6, 2.6, 0.0], [-0.6, -0.5, -1.8], [0.1, 0.5, 0.2], [-0.1, -0.3, 0.9], [1.4, 0.4, 0.2], [-1.3, -1.1, 1.6], [0.0, -0.3, 0.1]], "mulliken_charge": [-0.89, -1.09, -0.03, -0.42, -0.23, -0.14, 0.33, 0.36, 0.38, 0.41, 0.50, 0.37, 0.26, 0.25, 0.38, 0.37, 0.17], "spin_multiplicity": 1, "gap_ev": [8.053, 6.517], "homo_energy_ev": [-11.88, -10.89], "total_charge": 1}

{"formula": "C3H11N2S", "method": "ωB97M-V/def2-TZVPD", "symbols": ["C", "S", "C", "H", "H", "H", "H", "H", "H", "N", "C", "N", "H", "H", "H", "H", "H"], "coordinates": [[-0.421442, -0.644974, -1.730471], [-0.445303, 0.913515, -0.772110], [-2.221067, 1.235546, -0.802510], [-0.416531, -1.472678, -1.024633], [-1.374342, -0.681041, -2.246848], [0.360757, -0.627003, -2.479897], [-2.543067, 1.595325, -1.770776], [-2.354816, 2.027925, -0.068729], [-2.774533, 0.393556, -0.438463], [0.221288, -1.116349, 1.912958], [1.501129, -1.018165, 1.690705], [2.002549, -0.463007, 0.606639], [-0.402522, -0.607702, 1.286612], [-0.152022, -1.443814, 2.789699], [2.103358, -1.559964, 2.409490], [1.493730, 0.375326, 0.294533], [3.010500, -0.381666, 0.597365]], "forces_ev_per_angstrom": [[-0.6, 0.5, 0.3], [-0.3, -0.3, -0.5], [0.5, 0.9, 0.7], [0.4, -0.3, -0.3], [-0.1, 0.0, -0.2], [0.2, -0.3, 0.2], [0.0, -0.2, -0.2], [-0.2, 0.2, -0.1], [-0.3, -0.5, -0.1], [-0.4, 0.9, -0.3], [-0.4, -1.2, 0.3], [0.4, 1.0, 0.9], [-0.1, 0.0, 0.0], [0.2, -0.2, 0.0], [0.5, 0.1, -0.2], [0.1, -0.5, -0.4], [0.0, 0.0, -0.2]], "mulliken_charge": [-0.81, -0.18, -0.97, 0.29, 0.36, 0.31, 0.33, 0.39, 0.33, -0.17, 0.17, -0.23, 0.08, 0.27, 0.35, 0.17, 0.30], "spin_multiplicity": 1, "gap_ev": 9.006, "homo_energy_ev": -12.74, "total_charge": 1}

{"formula": "C3H11N2S", "method": "ωB97M-V/def2-TZVPD", "symbols": ["C", "C", "S", "H", "H", "H", "H", "H", "H", "N", "C", "N", "H", "H", "H", "H", "H"], "coordinates": [[-3.345239, 0.833474, -1.447340], [-1.840055, 0.652039, -1.285915], [-1.178201, 0.727070, 0.389147], [-3.763814, 1.222332, -0.522848], [-3.621695, 1.466828, -2.282353], [-3.815982, -0.123886, -1.672249], [-1.173092, 1.285113, -1.886798], [-1.530113, -0.374949, -1.547235], [-2.284308, 1.003412, 1.118289], [2.136613, -0.315767, 0.328018], [2.887177, -0.481359, 1.419563], [3.367758, -1.635115, 1.798523], [1.693143, 0.580423, 0.215723], [1.615382, -1.149394, 0.082030], [3.374280, 0.393453, 1.843604], [4.273517, -1.648852, 2.254877], [3.204629, -2.434824, 1.194964]], "forces_ev_per_angstrom": [[-0.1, -0.3, 0.1], [-0.1, -0.4, 0.3], [-0.4, 0.2, -0.5], [-0.3, 0.1, -0.1], [0.3, 0.4, 0.0], [0.1, -0.1, 0.2], [-0.1, 0.2, 0.0], [0.1, 0.0, -0.2], [-0.1, 0.0, 0.0], [-0.4, -0.7, 1.8], [1.8, 0.4, -1.1], [0.0, 0.0, -0.8], [0.1, 0.1, -0.2], [-0.1, 0.2, -0.7], [-0.5, 0.1, 0.3], [-0.3, 0.0, 0.5], [-0.1, -0.2, 0.3]], "lowdin_spin": [0.00, 0.11, 0.78, 0.00, 0.00, 0.00, 0.03, 0.04, 0.03, 0.00, 0.00, 0.00, 0.00, 0.00, 0.00, 0.00, 0.00], "spin_multiplicity": 2, "gap_ev": [12.177, 7.368], "homo_energy_ev": [-19.65, -19.64], "total_charge": 2}

{"formula": "C3H11N3", "method": "ωB97M-V/def2-TZVPD", "symbols": ["C", "C", "N", "H", "H", "H", "H", "H", "N", "C", "N", "H", "H", "H", "H", "H", "H"], "coordinates": [[1.637335, 0.272340, 1.172704], [2.238313, -0.240711, 0.061149], [2.930900, 0.408476, -0.936613], [2.151065, 1.051263, 1.726730], [0.642513, -0.082445, 1.376918], [1.963572, -1.271442, -0.168625], [2.737548, 1.378395, -1.090401], [2.873001, -0.147393, -1.769129], [-1.234006, 0.217253, -0.877759], [-2.040679, 0.159447, 0.366692], [-2.923939, -0.966390, 0.462562], [-1.710053, 0.754320, -1.609454], [-0.640872, 1.007389, -0.575920], [-1.391463, 0.133487, 1.246374], [-2.590179, 1.103655, 0.482400], [-3.873118, -0.774479, 0.183450], [-2.575634, -1.895357, 0.329191]], "forces_ev_per_angstrom": [[1.6, 0.0, -1.0], [-2.2, 0.3, 0.6], [0.9, -0.9, 0.4], [-0.8, 0.6, -0.3], [0.4, -0.7, 1.0], [-0.1, 0.2, -0.6], [-0.1, 0.2, 0.2], [0.4, 0.2, -0.4], [0.7, 1.7, 0.8], [-0.5, -0.4, -0.1], [-0.8, 1.0, 0.4], [-0.7, -0.8, 0.1], [0.9, -0.7, -0.4], [0.4, 0.0, -0.4], [-0.4, -0.4, 0.1], [0.2, -0.5, -0.2], [0.1, 0.0, -0.3]], "mulliken_charge": [-0.91, 0.10, -0.55, 0.29, 0.31, 0.24, 0.26, 0.27, -0.63, -0.20, -0.50, 0.25, 0.24, 0.20, 0.30, 0.17, 0.17], "spin_multiplicity": 1, "gap_ev": 8.701, "homo_energy_ev": -7.74, "total_charge": 0}

{"formula": "C3H11N3", "method": "ωB97M-V/def2-TZVPD", "symbols": ["C", "C", "N", "H", "H", "H", "H", "H", "N", "C", "N", "H", "H", "H", "H", "H", "H"], "coordinates": [[2.185859, 0.854158, 0.244979], [2.705033, 1.291318, -1.963737], [2.188094, 0.489509, -1.144742], [3.033440, 0.336849, 0.704834], [2.317276, 1.900054, 0.550290], [1.326454, 0.480592, 0.797944], [2.889570, 0.927927, -2.973160], [2.895286, 2.355890, -1.795241], [-2.114578, -0.260890, -0.468995], [-1.696320, -1.226171, 0.530997], [-2.706063, -1.595046, 1.499208], [-2.980979, -0.590002, -0.887503], [-2.281177, 0.665078, -0.096230], [-0.827561, -0.758934, 1.020279], [-1.241607, -2.043814, -0.031404], [-2.327549, -1.976546, 2.352023], [-3.365176, -0.849968, 1.660459]], "forces_ev_per_angstrom": [[0.1, -0.1, 1.2], [-0.6, 0.0, -0.7], [0.7, 0.0, 0.3], [0.0, -0.1, -0.1], [-0.1, 0.3, -0.6], [-0.3, -0.1, -0.3], [-0.2, 0.1, -0.1], [0.3, -0.1, 0.4], [-0.6, -0.4, 0.0], [1.4, 1.3, -0.1], [-0.4, -0.7, -0.6], [0.1, 0.2, -0.1], [0.0, -0.1, 0.2], [0.0, 0.0, 0.1], [-0.6, -0.5, 0.3], [-0.1, 0.1, 0.1], [0.1, 0.1, 0.2]], "mulliken_charge": [-0.56, -0.25, -0.35, 0.28, 0.32, 0.07, 0.25, 0.24, -0.58, -0.12, -0.56, 0.24, 0.24, 0.10, 0.28, 0.21, 0.19], "spin_multiplicity": 1, "gap_ev": 10.132, "homo_energy_ev": -9.06, "total_charge": 0}

{"formula": "C3H11N3", "method": "ωB97M-V/def2-TZVPD", "symbols": ["C", "C", "N", "H", "H", "H", "H", "H", "N", "C", "N", "H", "H", "H", "H", "H", "H"], "coordinates": [[3.010124, -1.497047, -0.394979], [2.711297, 0.584962, 0.819244], [2.191110, -0.525378, 0.390333], [4.071685, -1.641754, -0.104225], [2.564271, -2.566320, -0.083257], [2.877034, -1.525246, -1.519954], [2.497871, 0.786045, 1.900192], [3.134349, 1.432792, 0.178607], [-2.110287, 0.552947, -1.170057], [-2.609827, 0.100866, 0.109291], [-3.453742, 1.104989, 0.720588], [-1.753190, -0.246470, -1.750661], [-1.238977, 1.043209, -1.018139], [-1.745619, -0.118415, 0.685372], [-3.156924, -0.800261, -0.114482], [-4.071631, 1.561791, 0.160143], [-2.917551, 1.753289, 1.191976]], "forces_ev_per_angstrom": [[-2.1, -2.7, -1.0], [-1.8, -0.4, -0.8], [3.2, 0.1, 1.8], [-0.6, 1.0, -0.2], [0.8, 2.3, -0.7], [0.3, 0.5, 1.1], [-0.4, 0.7, -1.1], [0.7, -1.5, 0.8], [1.2, -0.7, -2.1], [-0.8, 0.6, -1.1], [1.2, -3.2, 1.7], [-0.8, 0.7, 0.7], [0.0, 0.6, 0.1], [0.3, -0.3, 1.5], [-0.4, -0.4, 0.4], [-1.9, 1.1, -2.3], [1.2, 1.6, 1.2]], "mulliken_charge": [-0.65, -0.30, -0.29, 0.27, 0.22, 0.26, 0.25, 0.24, -0.66, -0.27, -0.55, 0.26, 0.21, 0.29, 0.31, 0.23, 0.18], "spin_multiplicity": 1, "gap_ev": 9.060, "homo_energy_ev": -8.80, "total_charge": 0}

How do the records compare in energy above the lowest of the compared OMol25 structures with the same formula, charge and spin? In the order shown, they have 485.7; 41.7; 69.1; 240.8; 180.7; 349.3 kJ/mol.